Formula: C3H4S2
Source: the OMol25 dataset
Level of theory: the ωB97M-V functional and the def2-TZVPD basis

Each line ends with the natural charge from an NBO analysis.
Element x y z (Å)
C (-0.49601, -1.16926, 0.06528)  -0.709
C (1.07849, 1.09475, -0.65143)  -0.234
C (0.14139, 1.03174, 0.47480)  -0.552
S (-1.53840, 0.22971, -0.10509)  0.157
S (1.22256, -0.43581, 0.15710)  0.458
H (-0.68975, -1.70516, 1.07237)  0.223
H (-0.77022, -1.93946, -0.65465)  0.222
H (1.10024, 1.30869, -1.66092)  0.211
H (-0.04831, 1.58477, 1.30254)  0.223

Forces on atoms 1 to 3 (eV/Å):
-1.002 -3.200 1.474
-0.994 -0.443 2.588
-2.793 0.616 -3.049

Its molar mass is 104.20 g/mol. As for the LUMO energy (spin up / spin down): 0.82 / -1.86 eV. The calculated total energy comes out at -912.83462 a.u. Its charge is 0. As for the multiplicity: 3.

***

Formula: C3H4S3
Source: the OMol25 dataset
Level of theory: the ωB97M-V functional and the def2-TZVPD basis

Each line ends with the natural charge from an NBO analysis.
Element x y z (Å)
S (-0.20009, 0.90280, -2.75524)  0.031
C (-0.45879, 0.85885, -1.14173)  -0.276
C (0.06950, -0.07207, -0.15233)  -0.304
S (1.17158, -1.41844, -0.52564)  0.017
C (-0.17196, 0.35548, 1.02642)  -0.244
S (0.28946, -0.21870, 2.66804)  0.044
H (-1.19172, 1.62390, -0.73544)  0.204
H (0.64262, -1.85769, -1.69052)  0.161
H (-0.73955, 1.28304, 1.06813)  0.221
H (0.58896, -1.45716, 2.23831)  0.145

Forces on atoms 1 to 3 (eV/Å):
0.016 -0.234 0.879
-0.923 0.642 -1.671
1.003 -1.167 -3.920

Its molar mass is 136.27 g/mol. As for the LUMO energy: -0.66 eV. The calculated total energy comes out at -1311.21531 a.u. Its charge is 0. As for the multiplicity: 1. The structure (SMILES) is S=C/C(S)=C/S.

***

Formula: C3H4S3
Source: the OMol25 dataset
Level of theory: the ωB97M-V functional and the def2-TZVPD basis

Each line ends with the natural charge from an NBO analysis.
Element x y z (Å)
C (-0.40127, 0.27021, 0.84138)  -0.260
C (0.00634, -1.02146, 1.34685)  -0.449
C (0.03264, 0.72738, -0.48835)  -0.531
S (1.01152, -1.34143, 2.64812)  0.018
S (-1.80372, 0.95970, -0.49600)  0.221
S (0.75356, -0.13457, -1.79358)  0.115
H (-0.28318, 1.13914, 1.49164)  0.237
H (-0.38333, -1.97549, 0.88477)  0.214
H (0.29624, 1.75282, -0.37885)  0.273
H (-0.21275, -1.20495, -1.99502)  0.161

Forces on atoms 1 to 3 (eV/Å):
3.026 -1.179 1.463
-1.220 -0.913 -0.337
-2.732 0.587 0.291

Its molar mass is 136.27 g/mol. As for the LUMO energy (spin up / spin down): 0.06 / -4.15 eV. The calculated total energy comes out at -1311.06816 a.u. Its charge is 0. As for the multiplicity: 3.

***

Formula: C3H57NO31P2
Source: the OMol25 dataset
Level of theory: the ωB97M-V functional and the def2-TZVPD basis

Each line ends with the Löwdin charge.
Element x y z (Å)
N (-2.31763, -3.29940, 1.01418)  0.144
C (-1.85610, -2.18226, 0.61978)  -0.216
C (-1.42362, -1.08218, 1.53282)  -0.134
O (-1.37752, 0.23593, 0.91964)  0.019
C (-2.37292, 0.55977, 0.08450)  -0.583
O (-2.27685, 0.41038, -1.14778)  0.094
O (-3.48997, 1.18052, 0.61098)  -0.293
P (-4.47351, 0.19769, 1.56179)  0.953
P (-5.54236, -1.10705, 0.17031)  0.267
O (-4.82503, -1.30512, -1.09481)  -0.281
O (-7.01542, -0.51611, -0.08021)  -0.161
O (-5.78561, -2.44585, 0.99899)  -0.145
H (-2.36697, -3.30532, 2.03867)  0.072
H (-1.77211, -2.05458, -0.44881)  0.103
H (-2.03679, -1.08888, 2.41671)  0.101
H (-0.41008, -1.31790, 1.83400)  0.094
H (-5.47603, 1.05580, 2.03951)  -0.039
H (-7.37783, -1.04498, -0.80188)  0.085
H (-6.36646, -2.23316, 1.73938)  0.081
O (-2.95348, 2.80410, 3.26552)  -0.063
H (-2.68515, 3.72803, 3.32901)  0.028
H (-2.64548, 2.54024, 2.39382)  -0.008
O (-0.42780, 4.32903, 3.81253)  -0.049
H (0.12714, 5.02194, 3.43871)  0.062
H (0.09828, 3.52919, 3.71402)  0.055
O (1.34255, -1.78219, 2.68359)  -0.049
H (2.20519, -1.97995, 2.30921)  0.025
H (1.54127, -1.17130, 3.39888)  0.050
O (-0.56185, 3.97747, 0.72803)  -0.037
H (-1.14618, 4.16632, -0.01900)  0.022
H (-0.44159, 3.02720, 0.70122)  0.008
O (-2.16205, -6.71231, 1.61314)  -0.069
H (-1.91046, -5.78176, 1.58491)  -0.015
H (-1.78653, -7.06535, 0.80454)  0.021
O (3.29415, 0.19954, 1.90634)  -0.073
H (3.67521, 1.08309, 1.92784)  0.038
H (2.94706, 0.11010, 1.00408)  -0.005
O (0.28840, -4.88941, 0.64095)  -0.057
H (0.77594, -4.08303, 0.83041)  0.014
H (0.86781, -5.36184, 0.03313)  0.000
O (2.56046, -0.29387, -0.74612)  -0.037
H (3.06238, 0.04671, -1.49487)  0.019
H (2.09743, -1.06568, -1.09511)  0.050
O (5.68953, 0.89958, 3.42778)  -0.058
H (5.18641, 0.12616, 3.14842)  0.014
H (5.08227, 1.38934, 3.98842)  0.029
O (-3.29161, 4.20391, -0.98125)  -0.038
H (-3.88055, 4.38879, -1.71926)  0.055
H (-3.18672, 3.24767, -1.01747)  0.012
O (-0.20927, -0.79527, -2.76413)  -0.064
H (-0.66273, -1.55051, -3.16791)  0.044
H (-0.89676, -0.34803, -2.23769)  0.019
O (0.46606, 1.93230, -1.70605)  -0.038
H (0.80701, 1.13680, -2.12163)  0.000
H (0.07386, 1.59930, -0.89664)  0.000
O (-0.40887, 4.07107, 6.78882)  -0.061
H (-0.00228, 4.90741, 7.03377)  0.038
H (-0.67193, 4.18662, 5.86447)  0.000
O (-1.43731, -0.85294, -5.61999)  -0.051
H (-0.92531, -0.62024, -4.83908)  -0.009
H (-2.08792, -0.14850, -5.69121)  0.039
O (4.52446, 1.67120, -2.43854)  -0.047
H (4.89271, 2.54054, -2.27067)  0.029
H (4.28195, 1.71240, -3.36788)  0.037
O (3.15840, -3.92224, 0.31657)  -0.042
H (3.65235, -3.12247, 0.52321)  0.038
H (3.71120, -4.40815, -0.29866)  0.033
O (7.69556, 1.17274, -2.57640)  -0.056
H (6.78771, 1.47274, -2.45257)  -0.011
H (8.24380, 1.91224, -2.30235)  0.032
O (-0.78557, -4.01325, -2.38146)  -0.051
H (-1.48675, -4.66756, -2.32124)  0.045
H (-0.22185, -4.20010, -1.61861)  0.001
O (2.35569, 4.45599, 5.04605)  -0.060
H (3.01614, 4.02074, 5.59143)  0.038
H (1.52272, 4.28740, 5.50639)  -0.008
O (-5.72314, 3.98791, 1.79901)  -0.063
H (-4.85087, 3.74497, 1.47213)  -0.002
H (-5.54022, 4.41807, 2.63847)  0.034
O (2.56431, -1.34775, -3.92598)  -0.032
H (1.64169, -1.09129, -3.78169)  0.019
H (3.07314, -0.55990, -3.71746)  0.029
O (3.99199, 4.04475, -3.77690)  -0.043
H (3.07959, 4.32177, -3.64155)  0.057
H (4.51006, 4.81572, -3.52634)  0.051
O (4.67430, -3.42255, -4.54284)  -0.064
H (5.25883, -3.15478, -3.82964)  0.026
H (4.00862, -2.72336, -4.59363)  -0.006
O (2.06784, -5.61229, -1.61786)  -0.046
H (2.68268, -5.33007, -2.30216)  0.057
H (1.58245, -6.33509, -2.02905)  0.063
O (-4.54539, 1.13034, -2.88658)  -0.065
H (-5.17634, 0.41586, -2.76040)  0.013
H (-3.89175, 0.97848, -2.19469)  -0.026

Forces on atoms 1 to 3 (eV/Å):
0.271 0.634 0.209
-0.729 -0.784 -0.183
0.439 -0.685 0.021

Its molar mass is 665.41 g/mol. As for the LUMO energy: -0.68 eV. The calculated total energy comes out at -3218.45771 a.u. Its charge is 0. As for the multiplicity: 1.

***

Formula: C3H5AlLiO3
Source: the OMol25 dataset
Level of theory: the ωB97M-V functional and the def2-TZVPD basis

Each line ends with the natural charge from an NBO analysis.
Element x y z (Å)
O (-1.20793, 0.04968, -0.14536)  -0.535
C (-0.81940, 0.79836, 0.91849)  0.634
C (-0.88141, -1.34725, -0.05922)  -0.109
O (-0.80974, 2.01391, 0.73713)  -0.566
O (1.15820, -0.31403, -0.46279)  -1.178
C (0.47376, -1.52080, -0.72475)  -0.130
H (-1.70084, -1.93347, -0.48942)  0.234
H (-0.73304, -1.67024, 0.98194)  0.197
H (0.33230, -1.84800, -1.76844)  0.201
H (0.98889, -2.37700, -0.25361)  0.203
H (-0.47854, 0.32256, 1.85709)  0.165
Li (0.38930, 1.11483, -1.46733)  0.955
Al (2.83083, -0.33003, -0.19660)  0.929

Forces on atoms 1 to 3 (eV/Å):
-0.186 -0.736 0.797
-0.128 3.275 -1.078
-0.078 -0.564 0.685

Its molar mass is 122.99 g/mol. As for the LUMO energy: -4.31 eV. The calculated total energy comes out at -592.81170 a.u. Its charge is +1. As for the multiplicity: 1.

***

Formula: C3H5B
Source: the OMol25 dataset
Level of theory: the ωB97M-V functional and the def2-TZVPD basis

Each line ends with the natural charge from an NBO analysis.
Element x y z (Å)
C (-1.27133, 0.21174, -0.21374)  -0.618
B (0.01320, 0.91781, 0.16068)  0.568
C (1.23487, 0.20114, -0.15861)  -0.635
C (-0.01790, -0.41591, 0.70392)  -0.442
H (-2.23529, 0.60133, 0.36689)  0.220
H (-1.58862, -0.18653, -1.13424)  0.199
H (1.41142, -0.21000, -1.15317)  0.192
H (2.26497, 0.36591, 0.36538)  0.230
H (0.18868, -1.48550, 1.06289)  0.286

Forces on atoms 1 to 3 (eV/Å):
-1.374 1.597 3.150
-0.895 0.618 -0.386
3.118 0.135 -0.052

Its molar mass is 51.88 g/mol. As for the LUMO energy: 0.23 eV. The calculated total energy comes out at -141.98955 a.u. Its charge is 0. As for the multiplicity: 1. The structure (SMILES) is C1B2CC12.

***

Formula: C3H5B
Source: the OMol25 dataset
Level of theory: the ωB97M-V functional and the def2-TZVPD basis

Each line ends with the natural charge from an NBO analysis.
Element x y z (Å)
B (0.71778, -2.20157, 0.74519)  0.502
C (0.45841, 1.19384, -0.70067)  -0.392
C (-0.13543, -0.90098, 0.58700)  -1.114
C (-0.41459, 0.24124, -0.43641)  -0.146
H (0.24625, 1.97970, -1.40429)  0.205
H (1.42414, 1.22335, -0.22056)  0.194
H (-1.11896, -1.33739, 0.84380)  0.270
H (0.19874, -0.38991, 1.51140)  0.276
H (-1.37636, 0.19172, -0.92546)  0.206

Forces on atoms 1 to 3 (eV/Å):
-0.289 0.775 -0.531
0.036 0.076 -0.031
-0.462 0.797 -0.245

Its molar mass is 51.88 g/mol. As for the LUMO energy: 0.37 eV. The calculated total energy comes out at -141.99295 a.u. Its charge is 0. As for the multiplicity: 1.

***

Formula: C3H5B
Source: the OMol25 dataset
Level of theory: the ωB97M-V functional and the def2-TZVPD basis

Each line ends with the natural charge from an NBO analysis.
Element x y z (Å)
B (0.87102, 1.04195, 0.54933)  0.455
C (-0.15790, -0.99604, -0.94002)  -0.144
C (-0.70260, -1.13854, 0.22360)  -0.136
C (-0.25728, 0.25897, -0.11814)  -0.545
H (0.74432, 2.18503, 0.76085)  -0.082
H (1.85463, 0.49027, 0.85697)  -0.096
H (0.19725, -1.37022, -1.86663)  0.236
H (-1.16356, -1.70299, 0.99503)  0.236
H (-1.38589, 1.23158, -0.46098)  0.076

Forces on atoms 1 to 3 (eV/Å):
-0.382 -0.328 -0.224
-0.454 0.037 1.352
0.721 0.343 -1.159

Its molar mass is 51.88 g/mol. As for the LUMO energy: 0.36 eV. The calculated total energy comes out at -141.97382 a.u. Its charge is 0. As for the multiplicity: 1.

***

Question: Among the records above, which one has the highest charge?
Answer: C3H5AlLiO3